{"formula": "C31H48O2P2Rh", "method": "ωB97M-V/def2-TZVPD", "species": ["Rh", "C", "C", "C", "C", "C", "C", "H", "H", "H", "C", "H", "H", "H", "C", "H", "H", "H", "C", "H", "H", "H", "C", "H", "H", "H", "C", "C", "C", "C", "C", "C", "C", "C", "H", "H", "H", "H", "H", "H", "H", "H", "H", "H", "H", "H", "P", "P", "C", "C", "H", "H", "H", "H", "C", "H", "H", "H", "C", "H", "H", "H", "C", "H", "H", "H", "C", "H", "H", "H", "O", "C", "O", "C", "C", "C", "C", "C", "C", "H", "H", "H", "H", "H"], "positions_angstrom": [[-2.136, -0.588, -1.261], [-1.638, 2.253, 0.767], [-1.841, 2.273, -0.611], [-3.074, 0.451, 0.324], [-2.301, 1.163, 1.364], [-2.875, 1.276, -0.923], [-0.881, 3.344, 1.439], [-0.787, 4.162, 0.719], [0.134, 3.038, 1.774], [-1.400, 3.714, 2.329], [-2.378, 1.047, 2.835], [-2.641, 2.047, 3.251], [-1.369, 0.767, 3.206], [-3.085, 0.319, 3.239], [-4.374, -0.255, 0.604], [-5.224, 0.450, 0.661], [-4.296, -0.822, 1.550], [-4.539, -1.009, -0.194], [-3.966, 1.570, -1.888], [-4.830, 1.931, -1.325], [-4.226, 0.666, -2.450], [-3.619, 2.320, -2.607], [-1.304, 3.223, -1.617], [-1.998, 4.061, -1.756], [-1.202, 2.688, -2.574], [-0.303, 3.615, -1.345], [2.160, 0.350, 0.999], [2.165, 1.529, 0.347], [2.418, 1.939, -1.073], [2.370, 0.675, -1.941], [0.930, 0.390, -2.058], [0.117, -0.425, -1.268], [0.234, -0.980, 0.139], [1.722, -1.016, 0.544], [3.404, 2.394, -1.193], [2.906, -0.088, -1.354], [1.706, 2.715, -1.418], [2.287, -1.392, -0.320], [2.304, 0.306, 2.100], [2.310, 2.378, 1.015], [1.839, -1.813, 1.304], [-0.420, -0.435, 0.875], [-0.461, -1.180, -1.938], [-0.186, -2.013, 0.141], [2.876, 0.796, -2.927], [0.429, 0.796, -2.945], [1.933, -2.494, -2.590], [-1.033, -3.047, -3.087], [1.587, -3.814, -3.885], [0.198, -4.383, -3.651], [2.344, -4.612, -3.875], [1.635, -3.337, -4.869], [-0.168, -4.830, -4.590], [0.205, -5.160, -2.874], [-2.374, -4.293, -3.227], [-3.335, -3.774, -3.264], [-2.289, -4.930, -2.335], [-2.216, -4.874, -4.148], [-1.181, -2.385, -4.823], [-1.089, -3.237, -5.510], [-0.403, -1.636, -5.027], [-2.186, -1.952, -4.906], [2.672, -3.712, -1.388], [3.073, -3.207, -0.510], [3.498, -4.229, -1.887], [1.925, -4.430, -1.044], [3.571, -1.961, -3.260], [3.423, -1.614, -4.295], [4.294, -2.794, -3.225], [3.979, -1.124, -2.675], [0.614, 0.588, 3.599], [1.106, 1.719, 3.863], [1.541, 2.617, 3.082], [1.208, 2.114, 5.316], [0.607, 1.319, 6.308], [0.649, 1.695, 7.659], [1.310, 2.882, 8.037], [1.897, 3.703, 7.050], [1.863, 3.306, 5.709], [0.091, 0.393, 6.024], [0.119, 1.087, 8.402], [1.314, 3.182, 9.090], [2.346, 4.662, 7.331], [2.318, 3.931, 4.938]], "forces_ev_per_angstrom": [[0.59, -1.40, -0.30], [0.46, -0.04, -0.31], [-1.14, -0.50, 0.57], [-0.19, 2.36, -1.00], [-0.52, 0.60, -0.87], [0.39, -0.14, 2.34], [0.61, -0.18, 0.19], [0.15, 0.05, 0.38], [-0.70, 0.23, -0.41], [0.00, 0.00, -0.09], [0.38, -0.06, 0.58], [0.24, -0.64, -0.12], [-0.63, 0.24, 0.03], [-0.03, 0.03, -0.31], [0.32, -0.62, 0.17], [0.28, -0.38, -0.09], [-0.19, 0.29, -0.41], [-0.42, 0.35, 0.36], [0.23, -0.26, -0.50], [-0.16, 0.02, -0.31], [-0.45, 0.19, -0.09], [-0.31, -0.10, 0.07], [0.47, -0.17, -0.19], [0.19, -0.01, -0.07], [-0.04, 0.35, 0.17], [-0.66, -0.14, -0.10], [-0.39, -0.23, 0.69], [1.44, 0.64, 1.31], [-0.29, -0.28, -0.53], [0.31, 0.91, 0.40], [-1.79, -1.82, 0.35], [-0.28, 0.89, -0.88], [0.36, -0.34, -0.32], [-0.01, -0.77, -0.12], [0.06, 0.05, 0.51], [-0.25, 0.43, -0.63], [0.22, -0.41, 0.15], [-0.30, 0.17, 0.41], [-0.22, 0.73, -0.95], [0.12, -0.09, -0.05], [0.17, 0.78, 0.00], [0.91, -0.08, -0.62], [0.49, 1.25, 0.16], [0.36, 0.30, -0.15], [-0.63, 0.00, 0.65], [0.28, -0.52, -0.04], [1.49, -2.10, -0.79], [-0.05, -1.83, -1.96], [0.10, 0.33, 0.13], [0.48, 0.26, 0.67], [-0.08, 0.31, 0.03], [-0.03, 0.02, 0.05], [-0.17, 0.13, 0.53], [0.07, 0.11, -0.18], [-0.33, 0.35, 0.29], [-0.11, -0.36, 0.13], [-0.36, 0.03, -0.36], [-0.27, 0.11, 0.41], [-0.19, 0.41, 0.58], [-0.06, 0.38, 0.08], [-0.35, -0.16, -0.07], [0.31, 0.15, -0.26], [-0.16, 0.17, 0.25], [0.02, -0.09, 0.01], [-0.23, -0.07, 0.12], [0.04, -0.01, -0.03], [0.22, 0.32, -0.10], [0.23, -0.09, 0.28], [-0.32, 0.37, -0.24], [0.00, -0.42, -0.30], [1.14, 2.62, -0.08], [-1.50, -3.71, 1.32], [0.41, 0.39, -0.41], [0.50, 1.11, 1.42], [-0.19, -0.27, -0.16], [0.26, 0.53, -0.32], [-0.28, -0.08, -0.62], [-0.29, -0.54, 0.22], [-0.30, -0.16, -0.08], [0.26, 0.50, 0.04], [0.41, 0.25, -0.35], [0.06, -0.08, -0.46], [-0.07, -0.50, -0.15], [-0.10, -0.12, 0.33]], "mulliken_charge": [-0.928, 1.025, -0.133, 1.235, 0.273, 1.966, -1.545, 0.500, -0.031, 0.419, -1.346, 0.325, -0.069, 0.419, -1.710, 0.269, 0.490, 0.337, -1.492, 0.288, 0.313, 0.460, -2.244, 0.457, 0.377, 0.390, -0.846, -0.352, -1.216, -0.773, -0.695, 3.207, 0.559, -0.183, 0.515, -0.113, 0.143, -0.681, 0.521, 0.666, 0.774, -0.144, -2.754, 0.561, 0.698, 0.371, 0.861, 0.701, -1.036, -1.144, 0.557, 0.422, 0.699, 0.463, -1.145, 0.413, 0.379, 0.407, -1.336, 0.450, 0.298, 0.426, -1.565, 0.476, 0.495, 0.301, -1.490, 0.365, 0.414, 0.431, -0.696, 1.097, -0.430, 0.127, -0.184, -0.672, -0.354, -0.654, -0.269, 0.406, 0.375, 0.376, 0.385, 0.355], "total_charge": 1, "spin_multiplicity": 5, "relative_energy_kcal_mol": 68.32, "total_energy_ha": -2153.21465, "homo_energy_ev": [-9.6, -10.4], "orbital_gap_ha": [0.25895, 0.16789], "fmax_ev_per_a": 4.2}